A cluster of 11 separate species, C32H81O14PS10 in total. Source: the Open Molecules 2025 dataset; level of theory: ωB97M-V/def2-TZVPD.

Cartesian coordinates (Å):
1 S 12.655 -7.657 -4.937
2 S -5.503 -2.444 2.105
3 S -5.301 4.205 5.257
4 S -6.380 -2.223 -1.929
5 S -10.124 3.810 -3.248
6 S 9.403 -1.495 -5.540
7 S 4.913 0.004 -3.212
8 S 0.819 -1.900 9.292
9 S -6.493 5.326 0.285
10 S 7.276 -6.097 -7.068
11 P -2.789 1.865 3.085
12 O 10.545 -1.120 -4.661
13 O -10.498 4.664 -2.088
14 O -6.245 3.864 0.423
15 O 1.242 0.789 3.107
16 O -5.850 -1.642 3.308
17 O -4.399 5.017 4.400
18 O -5.115 -2.529 -1.213
19 O 7.267 -4.709 -7.615
20 O 1.458 2.938 0.169
21 O 3.635 2.860 0.414
22 O 11.315 -7.596 -5.582
23 O 4.772 0.467 -4.617
24 O -0.437 -1.753 8.512
25 O -0.112 2.489 2.612
26 C 6.634 -0.467 -2.973
27 C 2.152 -2.171 8.114
28 C 2.505 3.849 2.201
29 C -0.753 2.201 4.995
30 C -4.568 4.146 6.898
31 C -7.867 5.520 -0.855
32 C -4.767 -3.982 2.680
33 C 8.955 -6.712 -7.210
34 C -1.180 2.653 3.628
35 C -11.627 3.008 -3.823
36 C 1.340 -0.249 9.782
37 C 13.137 -5.967 -4.554
38 C -7.381 5.856 1.751
39 C -6.013 -2.212 -3.690
40 C -6.663 -0.452 -1.783
41 C -0.929 0.940 5.512
42 C -1.522 -0.551 2.079
43 C 1.045 1.927 3.036
44 C -1.459 4.164 3.729
45 C 8.960 -3.189 -5.149
46 C -9.351 2.323 -2.590
47 C 6.565 -7.169 -8.325
48 C 13.863 -7.907 -6.246
49 C 10.073 -1.860 -7.167
50 C 4.977 1.466 -2.170
51 C 2.173 2.894 3.373
52 C -3.445 2.616 1.527
53 C -2.688 0.031 2.950
54 C -2.401 3.218 0.556
55 C 2.621 3.166 0.864
56 C -7.027 -3.187 1.498
57 C -6.681 5.271 5.715
58 H 1.755 4.638 2.169
59 H -0.297 2.960 5.635
60 H 13.042 -5.345 -5.445
61 H -8.163 6.569 -0.895
62 H -12.126 2.516 -2.987
63 H 10.454 -0.933 -7.592
64 H 6.664 -8.208 -8.011
65 H 2.133 -1.394 7.350
66 H -2.150 4.276 4.558
67 H 14.868 -7.836 -5.831
68 H -7.668 -2.391 1.121
69 H -7.264 5.476 4.821
70 H 2.321 -0.302 10.254
71 H -0.121 0.218 5.626
72 H 3.466 4.314 2.392
73 H -7.539 5.201 -1.843
74 H -5.420 -4.452 3.416
75 H -0.550 4.706 3.994
76 H -4.610 -4.647 1.831
77 H 8.549 -3.212 -4.141
78 H 7.073 -7.010 -9.276
79 H 7.289 0.344 -3.292
80 H -9.173 1.619 -3.404
81 H -1.921 -1.243 1.338
82 H 1.386 3.619 -0.513
83 H -6.702 5.771 2.598
84 H 9.585 -6.147 -6.530
85 H -2.849 3.205 -0.443
86 H -3.618 -0.289 2.484
87 H -6.874 -0.225 -0.739
88 H 12.473 -5.594 -3.776
89 H 9.280 -2.256 -7.803
90 H 2.000 -3.143 7.650
91 H -12.280 3.772 -4.240
92 H -5.165 -1.555 -3.885
93 H -7.307 4.759 6.446
94 H -7.519 -0.170 -2.397
95 H 1.896 3.510 4.228
96 H -8.401 2.604 -2.138
97 H -5.764 -3.228 -3.990
98 H -2.683 -0.434 3.925
99 H -4.217 3.354 1.707
100 H 6.832 -1.352 -3.575
101 H -1.907 0.581 5.820
102 H 0.614 0.137 10.496
103 H 8.984 -7.764 -6.931
104 H 5.738 2.151 -2.543
105 H -3.928 1.802 0.985
106 H -1.966 4.563 2.858
107 H -11.377 2.281 -4.596
108 H 5.200 1.174 -1.144
109 H 4.004 1.950 -2.200
110 H 3.060 2.314 3.593
111 H 3.108 -2.164 8.639
112 H 5.510 -6.920 -8.428
113 H -3.809 -3.746 3.139
114 H -2.177 4.263 0.751
115 H 9.312 -6.582 -8.233
116 H -4.332 5.157 7.235
117 H 13.721 -7.159 -7.027
118 H -0.947 0.221 1.590
119 H -0.873 -1.133 2.728
120 H -6.890 -1.874 -4.241
121 H -5.773 0.092 -2.100
122 H 14.164 -5.957 -4.192
123 H 13.711 -8.901 -6.661
124 H 1.374 0.402 8.907
125 H -5.263 3.668 7.589
126 H -9.996 1.875 -1.834
127 H -7.689 6.896 1.633
128 H -6.796 -3.879 0.689
129 H -3.654 3.558 6.836
130 H -6.305 6.208 6.129
131 H 9.847 -3.823 -5.194
132 H -8.707 4.907 -0.535
133 H -1.487 2.638 0.478
134 H 10.885 -2.583 -7.078
135 H 6.804 -0.699 -1.921
136 H -7.535 -3.707 2.310
137 H 8.208 -3.538 -5.860
138 H -8.252 5.218 1.908

Forces on atoms 1 to 3 (eV/Å):
S 0.094 -0.029 0.113
S 0.138 0.158 -0.092
S -0.152 -0.290 -0.090

Output
HOMO-LUMO gap, eV: 6.67
HOMO level, eV: -6.55
Energy, Eh: -6643.947730
F_max, eV/A: 4.86

Atomic partial charges in e from the Mulliken method, atoms 1 to 2: 0.398 0.924

***

A cluster of 2 separate species, C2H4FNO2 in total. Source: the Open Molecules 2025 dataset; level of theory: ωB97M-V/def2-TZVPD.

Cartesian coordinates (Å):
1 F -0.450 -1.257 0.024
2 O -3.002 -0.415 0.076
3 O -1.505 1.299 -0.141
4 N 1.183 0.398 -0.054
5 C -2.230 0.403 -0.022
6 C 0.813 -0.933 0.653
7 H 1.404 0.447 -1.032
8 H 1.591 -1.605 0.201
9 H 1.827 0.806 0.496
10 H 0.368 0.857 -0.201

Forces on atoms 1 to 3 (eV/Å):
F 0.897 -0.084 -0.253
O -1.814 -1.847 0.264
O 0.558 0.787 -0.115

Output
Relative energy (zero: lowest compared OMol25 entry of this formula, charge and spin), eV: 2.796
HOMO-LUMO gap, eV: 7.83
HOMO level, eV: -7.39
Energy, Eh: -383.616697
F_max, eV/A: 4.54

Atomic partial charges in e from the Mulliken method, atoms 1 to 2: -0.274 -0.299

***

A structure of composition C54H51GeN7O2SSe2V. Source: the Open Molecules 2025 dataset; level of theory: ωB97M-V/def2-TZVPD.

Cartesian coordinates (Å):
1 Se 3.716 -0.896 -0.804
2 Se 4.326 2.267 -3.063
3 Ge -1.051 -4.126 0.993
4 V 0.421 1.515 0.345
5 S -0.014 4.254 1.842
6 O 0.616 -0.243 -0.010
7 O 0.953 -1.909 -1.454
8 N 0.000 1.154 2.130
9 N -1.635 1.577 0.189
10 N 0.940 0.980 3.034
11 N 0.758 1.982 -1.679
12 N 0.292 3.439 0.385
13 N 2.238 1.669 1.228
14 N 0.302 5.467 -0.817
15 C -4.026 0.565 2.812
16 C -2.938 3.563 -0.341
17 C 2.518 -6.350 1.221
18 C -1.773 6.368 2.088
19 C 0.354 3.754 -3.237
20 C 3.527 -5.397 1.278
21 C -2.068 -4.710 2.583
22 C -0.861 5.709 1.284
23 C -2.945 -4.184 4.774
24 C -1.770 -4.975 -0.635
25 C -2.746 -5.925 2.628
26 C -3.526 -6.264 3.724
27 C -1.780 0.414 3.657
28 C 3.199 -4.051 1.279
29 C 4.493 1.732 2.842
30 C 0.219 -1.262 -0.717
31 C -2.068 8.032 0.380
32 C -2.382 7.530 1.632
33 C 3.298 1.296 3.360
34 C -3.132 0.225 3.834
35 C -3.483 4.081 -2.627
36 C 0.537 3.287 -1.936
37 C 4.558 2.136 1.504
38 C -1.253 -1.615 -0.566
39 C -1.522 -2.201 0.829
40 C 1.872 -3.651 1.221
41 C 5.240 0.531 -2.922
42 C -1.306 0.910 2.435
43 C 4.153 2.296 -5.005
44 C 1.194 -5.948 1.159
45 C 5.516 -0.841 -0.011
46 C 0.678 1.523 -4.017
47 C -0.576 6.186 0.009
48 C -2.202 1.228 1.373
49 C 0.384 4.092 -0.736
50 C -3.582 1.075 1.611
51 C 0.852 1.137 -2.698
52 C -2.940 2.865 -3.017
53 C 4.380 -0.694 -2.651
54 C -2.170 -3.850 3.675
55 C -0.950 -5.598 -1.571
56 C 2.157 1.298 2.536
57 C -2.806 -5.856 -3.078
58 C -2.366 2.015 -2.086
59 C 0.398 2.855 -4.284
60 C -1.462 -6.038 -2.784
61 C -1.172 7.356 -0.435
62 C -3.631 -5.390 4.796
63 C -3.636 -5.235 -2.155
64 C -3.479 4.424 -1.280
65 C -2.337 2.356 -0.729
66 C 3.413 2.069 0.740
67 C 0.854 -4.595 1.151
68 C -3.120 -4.805 -0.943
69 H 5.375 1.771 3.467
70 H 3.494 -0.747 -3.284
71 H 4.988 -1.581 -2.843
72 H 3.981 -3.303 1.314
73 H -3.204 -6.194 -4.026
74 H 0.108 4.790 -3.422
75 H -3.925 4.742 -3.362
76 H -1.524 -2.321 -1.351
77 H 5.976 0.660 -2.131
78 H 1.056 0.102 -2.454
79 H -4.682 -5.076 -2.388
80 H 3.641 1.394 -5.330
81 H 6.166 -1.541 -0.534
82 H 3.182 0.986 4.388
83 H -2.590 -2.124 1.050
84 H -1.930 1.075 -2.401
85 H 0.722 0.789 -4.808
86 H 0.408 -6.695 1.112
87 H -1.053 0.182 4.424
88 H 0.212 3.179 -5.299
89 H 0.105 -5.724 -1.357
90 H -3.509 -0.186 4.761
91 H -5.088 0.419 2.967
92 H -2.942 3.834 0.708
93 H -0.931 7.736 -1.421
94 H -1.006 -1.601 1.580
95 H -3.771 -4.319 -0.223
96 H 3.420 2.365 -0.301
97 H -3.020 -3.503 5.613
98 H -3.098 8.044 2.258
99 H -1.640 -2.903 3.659
100 H 3.556 3.167 -5.263
101 H -1.989 5.985 3.077
102 H 1.638 -2.593 1.217
103 H -4.282 1.301 0.816
104 H -2.527 8.947 0.031
105 H 5.938 0.161 -0.040
106 H 5.408 -1.147 1.027
107 H 2.766 -7.404 1.220
108 H -2.671 -6.607 1.787
109 H 4.563 -5.706 1.317
110 H 5.480 2.496 1.071
111 H 5.771 0.424 -3.869
112 H -0.810 -6.510 -3.508
113 H -4.058 -7.207 3.744
114 H -1.818 -0.689 -0.685
115 H 0.422 5.850 -1.740
116 H -3.890 5.373 -0.956
117 H 5.134 2.376 -5.467
118 H -2.950 2.581 -4.063
119 H -4.248 -5.647 5.648

Forces on atoms 1 to 3 (eV/Å):
Se 0.740 0.146 -0.228
Se -0.018 -0.161 0.068
Ge -0.210 0.166 0.119

Output
Relative energy (zero: lowest compared OMol25 entry of this formula, charge and spin), eV: 0.106
HOMO-LUMO gap (spin up / spin down), eV: 4.93 / 5.61
HOMO level (spin up / spin down), eV: -5.86 / -6.69
Energy, Eh: -10844.172134
2S+1: 4
F_max, eV/A: 3.30
⟨S²⟩: 3.788

Atomic partial charges in e from the Mulliken method, atoms 1 to 2: 0.516 0.174

***

The molecule C5H5N3O2. Source: the Open Molecules 2025 dataset; level of theory: ωB97M-V/def2-TZVPD.

Cartesian coordinates (Å):
1 O 1.817 1.300 -0.401
2 O -3.468 -0.503 -0.319
3 N -1.458 0.088 0.515
4 N 0.303 3.012 0.071
5 N 2.007 -0.007 -0.252
6 C -0.305 -0.266 0.296
7 C 0.926 -0.741 -0.072
8 C -2.557 0.312 -0.212
9 C 1.049 2.060 0.182
10 C 1.074 -2.275 -0.053
11 H -0.054 3.666 0.870
12 H 0.093 -2.868 -0.214
13 H -2.699 1.256 -0.609
14 H 1.911 -2.649 -0.716
15 H 1.362 -2.384 0.916

Forces on atoms 1 to 3 (eV/Å):
O 1.358 0.616 -1.821
O 1.107 0.646 0.092
N 2.595 -0.449 0.721

Output
Relative energy (zero: lowest compared OMol25 entry of this formula, charge and spin), eV: 7.396
HOMO-LUMO gap (spin up / spin down), eV: 7.41 / 6.32
HOMO level (spin up / spin down), eV: -7.82 / -7.33
Energy, Eh: -508.002184
F_max, eV/A: 4.29

Atomic partial charges in e from the Mulliken method, atoms 1 to 2: -0.022 -0.514

***

A cluster of 5 separate species, C38H80N4O6 in total. Source: the Open Molecules 2025 dataset; level of theory: ωB97M-V/def2-TZVPD.

Cartesian coordinates (Å):
1 O 0.422 0.889 -0.939
2 O -2.914 3.894 -3.675
3 O 2.534 0.614 1.216
4 O -4.265 -5.453 -1.102
5 O -1.649 -1.377 -1.856
6 O -3.151 1.482 1.948
7 N 3.911 0.814 1.062
8 N -1.822 1.233 2.240
9 N -1.696 4.395 -3.221
10 N -3.316 -6.342 -0.707
11 C 0.876 5.850 -2.989
12 C -2.591 -8.652 -0.661
13 C -1.079 3.532 1.783
14 C 4.536 -0.963 2.794
15 C -2.082 -1.253 2.055
16 C -0.576 4.104 -4.227
17 C -0.195 -0.423 3.086
18 C -1.256 -8.205 -0.014
19 C 3.426 3.257 0.771
20 C 6.099 -0.084 0.969
21 C 0.774 -0.301 -1.623
22 C 6.683 1.273 1.572
23 C -1.977 6.955 -3.278
24 C 0.872 4.471 -3.691
25 C -1.094 2.391 2.851
26 C 4.093 2.255 3.160
27 C -0.557 2.529 -4.447
28 C -2.388 -0.155 4.219
29 C 0.582 0.684 3.767
30 C -2.304 -4.523 0.848
31 C 4.246 -1.729 0.389
32 C -2.038 -5.691 -0.230
33 C 5.783 2.484 1.212
34 C 4.675 -0.450 1.289
35 C -2.780 -7.574 -2.937
36 C 4.264 2.208 1.639
37 C -3.342 -7.615 -1.452
38 C 0.366 2.058 2.999
39 C -2.536 5.409 -1.186
40 C -1.573 5.651 -2.476
41 C -1.418 -6.805 0.671
42 C -0.158 5.815 -1.899
43 C -0.226 -1.489 -1.596
44 C -0.838 4.796 -5.594
45 C -4.859 -8.106 -1.552
46 C -1.227 -5.203 -1.405
47 C -1.689 3.074 4.170
48 C -1.741 -0.097 2.888
49 H -0.659 -6.051 -1.788
50 H -2.936 -8.479 -3.524
51 H 2.345 3.261 0.917
52 H -3.216 -3.965 0.635
53 H 0.837 2.021 2.017
54 H 0.343 -0.583 2.151
55 H 6.700 -0.783 1.550
56 H -1.478 -1.178 1.151
57 H -2.131 3.791 1.664
58 H -0.579 -4.413 -1.023
59 H -2.170 7.778 -2.590
60 H -0.357 -8.193 -0.630
61 H -0.018 4.976 -1.217
62 H -2.002 -6.922 1.584
63 H 3.385 2.868 -0.246
64 H 3.118 1.918 3.513
65 H -3.124 -1.309 1.739
66 H 0.230 -2.200 -2.285
67 H 7.746 1.448 1.409
68 H 5.072 -1.908 2.881
69 H 5.950 2.683 0.153
70 H 6.219 3.270 1.829
71 H -0.528 4.431 2.060
72 H -2.960 -6.635 -3.461
73 H 4.031 3.298 3.471
74 H 3.746 4.299 0.762
75 H 4.769 1.825 3.899
76 H 4.861 -2.615 0.547
77 H -0.978 3.805 4.554
78 H 4.941 -0.350 3.599
79 H 1.654 0.496 3.836
80 H -2.257 -4.643 1.930
81 H 1.822 5.942 -2.454
82 H 0.033 6.741 -1.357
83 H -2.923 4.119 -4.608
84 H -1.007 -8.868 0.814
85 H -3.519 5.186 -1.600
86 H -3.305 0.433 4.245
87 H -0.030 4.559 -6.287
88 H -5.483 -7.709 -0.752
89 H 6.685 1.247 2.661
90 H -2.575 6.316 -0.583
91 H -2.924 6.821 -3.800
92 H 1.542 4.434 -4.550
93 H 0.185 2.156 -5.154
94 H 0.613 6.649 -3.683
95 H 0.907 -0.058 -2.677
96 H 0.129 -1.277 3.681
97 H 2.244 0.868 0.336
98 H 3.511 -1.236 3.042
99 H -5.314 -7.447 -2.292
100 H -2.803 -1.123 4.499
101 H -5.229 -9.125 -1.663
102 H -4.663 -5.314 -0.240
103 H -1.363 7.314 -4.104
104 H 0.403 0.748 4.840
105 H -0.708 5.861 -5.402
106 H -1.883 0.392 5.016
107 H 3.185 -1.918 0.554
108 H 4.360 -1.443 -0.657
109 H -1.522 2.124 -4.749
110 H 6.321 -0.251 -0.085
111 H -3.545 1.309 2.806
112 H 0.796 2.949 3.457
113 H -2.606 3.657 4.078
114 H -0.405 -6.619 1.027
115 H -1.692 -7.624 -2.889
116 H -0.153 2.001 -3.583
117 H -1.786 4.684 -6.121
118 H -1.882 2.408 5.011
119 H -0.700 3.252 0.800
120 H -1.911 -2.195 2.576
121 H -2.335 -9.495 -1.303
122 H 1.201 3.632 -3.078
123 H -3.248 -9.070 0.102
124 H -2.181 4.765 -0.382
125 H -0.069 -1.994 -0.643
126 H 1.748 -0.691 -1.325
127 H -1.838 -4.805 -2.215
128 H -1.438 -3.866 0.762

Forces on atoms 1 to 3 (eV/Å):
O 1.141 -2.374 -0.591
O -0.154 0.861 0.386
O 0.315 -0.249 0.398

Output
HOMO-LUMO gap (spin up / spin down), eV: 6.37 / 5.86
HOMO level (spin up / spin down), eV: -3.91 / -3.45
Energy, Eh: -2165.881396
Total charge: -1
2S+1: 2
F_max, eV/A: 4.41
⟨S²⟩: 0.759

Atomic partial charges in e from the Mulliken method, atoms 1 to 2: -0.789 -0.450

***

The molecule C4H7NO2. Source: the Open Molecules 2025 dataset; level of theory: ωB97M-V/def2-TZVPD.

Cartesian coordinates (Å):
1 O 2.104 -0.556 -1.406
2 O 0.352 0.685 1.812
3 N -1.149 -0.991 1.547
4 C -0.274 -0.054 1.077
5 C 0.092 1.345 -0.994
6 C -0.051 -0.063 -0.436
7 C 1.197 -0.903 -0.693
8 H -0.844 1.900 -0.887
9 H 1.222 -1.883 -0.170
10 H 0.876 1.874 -0.447
11 H -1.820 -1.440 0.946
12 H 0.367 1.312 -2.051
13 H -1.344 -0.979 2.538
14 H -0.882 -0.594 -0.927

Forces on atoms 1 to 3 (eV/Å):
O -0.428 -0.170 0.322
O -0.225 -0.262 -0.248
N -0.084 0.049 0.089

Output
Relative energy (zero: lowest compared OMol25 entry of this formula, charge and spin), eV: 0.476
HOMO-LUMO gap, eV: 10.68
HOMO level, eV: -10.04
Energy, Eh: -361.863347
F_max, eV/A: 0.56
Structure (SMILES): C[C@@H](C=O)C(N)=O

Atomic partial charges in e from the Mulliken method, atoms 1 to 2: -0.467 -0.592

***

The ion C4H4F2NO6P with charge -2. Source: the Open Molecules 2025 dataset; level of theory: ωB97M-V/def2-TZVPD.

Cartesian coordinates (Å):
1 P 1.285 0.952 -0.844
2 F -0.683 -1.715 -1.516
3 F -0.610 -3.028 0.221
4 O 1.137 0.000 -2.194
5 O -2.143 -0.680 0.785
6 O 1.379 2.405 -1.222
7 O -1.373 1.484 -0.687
8 O -1.025 2.824 1.205
9 O 2.451 0.359 -0.125
10 N -0.051 -0.789 2.031
11 C -0.375 0.680 -0.015
12 C -0.302 -1.702 -0.248
13 C -0.878 -0.579 0.671
14 C -0.943 1.889 0.481
15 H 0.970 -0.862 1.781
16 H -0.171 0.112 2.570
17 H 0.874 -1.568 -0.177
18 H 0.458 0.218 -2.716

Forces on atoms 1 to 3 (eV/Å):
P 1.289 0.675 -0.571
F -0.970 0.220 -0.892
F 0.269 1.351 -0.313

Output
Relative energy (zero: lowest compared OMol25 entry of this formula, charge and spin), eV: 3.126
HOMO-LUMO gap, eV: 7.12
HOMO level, eV: -0.70
Energy, Eh: -1202.163886
Total charge: -2
F_max, eV/A: 5.34
Structure (SMILES): N[C@]([O-])(C(F)F)[C@@]1([P@@](=O)([O-])O)OC1=O

Atomic partial charges in e from the Mulliken method, atoms 1 to 2: 0.915 -0.258

***

A structure of composition CH2O4S. Source: the Open Molecules 2025 dataset; level of theory: ωB97M-V/def2-TZVPD.

Cartesian coordinates (Å):
1 S 0.425 -0.631 0.484
2 O 1.039 -1.433 -2.401
3 O 1.390 0.165 -0.362
4 O 0.365 -2.066 0.330
5 O -0.992 0.069 0.428
6 C 0.216 -0.836 -1.922
7 H -1.207 -0.168 -0.571
8 H 0.626 -0.332 1.795

Forces on atoms 1 to 3 (eV/Å):
S 2.687 1.630 0.011
O 0.027 -0.079 -0.638
O -1.982 -1.683 3.156

Output
Relative energy (zero: lowest compared OMol25 entry of this formula, charge and spin), eV: 1.984
HOMO-LUMO gap, eV: 11.67
HOMO level, eV: -11.29
Energy, Eh: -738.376762
F_max, eV/A: 4.09

Atomic partial charges in e from the Mulliken method, atoms 1 to 2: 0.846 -0.091